Record 1
C26H18ClN3O8ReS | ωB97M-V/def2-TZVPD

Each line ends with the natural charge from an NBO analysis.
Geometry (Å):
Re -0.386519 -0.616608 -0.043592  1.794
O -5.688176 0.567423 -2.239351  -0.640
C -5.575635 1.149061 -1.070217  0.779
O -6.377265 1.915433 -0.623839  -0.518
C -4.332043 0.839269 -0.257607  -0.211
C -4.086091 1.312713 1.048293  0.207
Cl -5.073074 2.282042 1.989870  0.215
N -2.850949 0.905707 1.424219  -0.161
N -2.287425 0.207713 0.420971  -0.340
C -3.179661 0.142125 -0.579224  0.063
C -2.771358 -0.759492 -1.698799  0.778
O -3.462197 -0.973261 -2.654819  -0.493
O -1.591778 -1.329888 -1.481937  -0.625
C -2.242703 0.922531 2.722153  0.163
C -2.995993 0.580967 3.839690  -0.218
C -2.383250 0.532646 5.080035  -0.171
C -1.029099 0.810328 5.208549  -0.173
C -0.283607 1.139643 4.085788  -0.178
C -0.885036 1.198873 2.838998  -0.267
H -4.983049 -0.059151 -2.479367  0.510
H -4.041372 0.329098 3.743283  0.242
H -2.970329 0.265122 5.947816  0.246
H -0.558365 0.777241 6.181208  0.242
H 0.767188 1.375411 4.187781  0.233
H -0.307948 1.510750 1.976349  0.218
C 1.038451 3.000569 -1.743804  -0.725
C 0.645544 1.599970 -2.071651  0.698
O -0.039729 0.992631 -1.181189  -0.638
C 0.993710 1.007144 -3.331801  -0.252
C 1.684566 1.764620 -4.297418  -0.089
C 2.000958 1.210207 -5.516805  -0.213
C 1.649156 -0.108597 -5.793542  -0.072
C 0.973949 -0.874352 -4.845470  -0.230
C 0.636875 -0.323924 -3.630873  -0.053
H 0.737774 3.237370 -0.726502  0.255
H 0.568340 3.707828 -2.428836  0.282
H 2.119522 3.110698 -1.838754  0.276
H 1.963242 2.789845 -4.097901  0.233
H 2.516805 1.797554 -6.263476  0.251
H 1.891997 -0.540158 -6.755452  0.247
H 0.710408 -1.897387 -5.076178  0.247
H 0.087528 -0.918935 -2.917260  0.208
O -0.057617 -2.266048 1.259871  -0.547
C 1.144984 -2.313143 0.849141  0.661
N 1.335164 -1.706609 -0.349645  -0.833
S 2.530975 -0.614166 0.014223  2.271
O 3.207495 -0.046828 -1.090918  -0.824
O 1.665280 0.302749 0.811487  -0.920
C 3.378683 -1.711448 1.115483  -0.305
C 4.672060 -1.753600 1.566451  -0.145
C 4.965370 -2.692874 2.558767  -0.133
C 3.972870 -3.511591 3.083756  -0.152
C 2.667447 -3.477854 2.598381  -0.139
C 2.383022 -2.587718 1.579193  -0.096
H 5.428677 -1.089505 1.169766  0.265
H 5.981232 -2.768547 2.920962  0.259
H 4.214348 -4.197997 3.883940  0.258
H 1.906648 -4.145599 2.979803  0.260

Cartesian forces (eV/Å) of the 6 atoms listed first:
-1.71 0.77 -1.48
-0.40 -0.05 -0.48
0.31 0.16 0.72
-0.02 -0.07 -0.16
-0.09 0.06 -0.08
0.07 0.01 -0.49

## Properties
Orbital gap (spin up / spin down) = 5.574 / 5.884 eV
Highest occupied orbital energy (spin up / spin down) = -14.9 / -14.9 eV
Spin multiplicity = 2
⟨S²⟩ = 0.758
DFT total energy = -73574.8859 eV
Net charge = +2



Record 2
C7H14ClNO3Si | ωB97M-V/def2-TZVPD

Each line ends with the natural charge from an NBO analysis.
Geometry (Å):
C 2.440996 0.542797 0.338653  0.189
C 2.838523 -0.517903 1.232599  -0.735
C -0.799779 -3.994555 -1.252071  -0.627
C -0.856694 2.175172 1.813421  -0.246
C 0.176682 1.627518 -1.685517  -0.990
C -1.116018 2.458013 -1.564524  -0.336
C -0.755470 -2.922343 -0.207120  0.043
N -0.363775 -1.846481 -0.725547  -0.119
O 3.222972 1.400845 -0.042509  -0.555
O -0.101108 -0.732666 0.016418  -0.759
O 0.237531 1.579786 1.123228  -0.932
Si 0.624123 0.752371 -0.178458  2.045
Cl -2.382386 1.257311 -1.015111  -0.076
H 3.943981 -0.617973 1.220127  0.236
H 2.529925 -0.271051 2.255721  0.252
H 2.312975 -1.498356 1.111071  0.238
H -1.883360 -4.040552 -1.563660  0.216
H -0.383247 -4.918412 -0.871129  0.212
H -0.309221 -3.904504 -2.100057  0.224
H -1.857986 1.827274 1.322700  0.196
H -0.783764 3.293083 1.706159  0.177
H -0.661770 1.819663 2.830168  0.195
H 1.055571 2.166949 -2.091197  0.268
H -0.004159 0.901613 -2.424005  0.252
H -1.035161 3.220926 -0.778364  0.218
H -1.321514 2.898866 -2.640300  0.233
H -1.006179 -3.075619 0.816135  0.181

Cartesian forces (eV/Å) of the 6 atoms listed first:
-0.46 1.16 -1.94
0.81 -2.10 1.64
-4.10 -1.35 3.74
-0.66 -0.30 -1.29
0.46 1.31 -0.62
0.68 0.05 -1.63

## Properties
SMILES = C/C=N/O[Si@@](CCCl)(OC)C(C)=O
Orbital gap = 9.457 eV
Highest occupied orbital energy = -8.7 eV
DFT total energy = -35517.3305 eV



Record 3
C45H46F10N3O2PSTeW | ωB97M-V/def2-TZVPD

Each line ends with the Löwdin charge.
Geometry (Å):
W -0.302496 0.234781 -0.493223  1.354
C 1.968934 -2.078085 -0.350738  -0.040
N 1.021255 -1.524699 -1.331747  -0.315
C 1.724369 -0.893922 -2.447563  -0.163
C 2.412708 0.359691 -1.915305  -0.203
N 1.700360 0.886805 -0.725801  -0.233
C 2.594799 1.682596 0.010433  -0.214
C 3.120430 2.872260 -0.499262  -0.163
F 2.681224 3.346974 -1.674834  0.041
C 4.124033 3.590978 0.127030  -0.144
F 4.571057 4.726211 -0.411441  0.131
C 4.676561 3.114598 1.300911  -0.147
F 5.652013 3.784444 1.913137  0.133
C 4.209081 1.923264 1.824372  -0.158
F 4.777297 1.415313 2.922432  0.117
C 3.177489 1.243108 1.198253  -0.167
F 2.790643 0.082497 1.746368  0.091
C 0.061993 -2.557446 -1.735889  -0.162
C -0.918576 -2.738229 -0.587100  -0.169
N -1.026981 -1.497096 0.199550  -0.203
C -1.745812 -1.760035 1.387873  -0.192
C -1.125948 -2.425933 2.441116  -0.183
F 0.141918 -2.836653 2.297669  0.093
C -1.781596 -2.714970 3.624199  -0.156
F -1.145832 -3.325394 4.628338  0.122
C -3.109593 -2.364344 3.765264  -0.137
F -3.747641 -2.620074 4.906809  0.132
C -3.786147 -1.790994 2.702606  -0.133
F -5.088609 -1.531068 2.813407  0.131
C -3.118008 -1.538772 1.515846  -0.169
F -3.839597 -1.145814 0.470660  0.107
H 2.416349 -2.996381 -0.746835  0.105
H 1.450196 -2.301678 0.577096  0.073
H 2.752114 -1.358325 -0.142244  0.073
H 0.982774 -0.649317 -3.205922  0.095
H 2.462338 -1.572512 -2.892298  0.137
H 2.459606 1.099968 -2.722852  0.103
H 3.447507 0.129549 -1.635325  0.125
H 0.577619 -3.499518 -1.953634  0.132
H -0.455654 -2.228467 -2.631491  0.102
H -0.607918 -3.546854 0.085045  0.118
H -1.897457 -3.011933 -0.998251  0.134
O -2.403495 -1.050586 -3.799039  0.072
C -2.341789 -0.395600 -2.773767  -0.554
O -1.158999 -0.128966 -2.263597  -0.313
C -3.550907 0.265013 -2.195577  -0.159
C -4.721820 0.082596 -2.936261  -0.022
C -5.897063 0.726709 -2.610746  -0.076
C -5.906721 1.600885 -1.531767  -0.075
C -4.763850 1.780833 -0.779089  -0.124
C -3.575646 1.102474 -1.072596  -0.531
S -2.311907 1.372702 0.146729  0.615
H -4.667645 -0.574852 -3.792690  0.119
H -6.790605 0.564326 -3.198773  0.103
H -6.808089 2.141166 -1.270921  0.107
H -4.778120 2.447820 0.074167  0.101
C 1.653784 4.168872 2.698712  -0.101
C 1.076937 3.148435 3.689309  -0.518
C 2.183287 2.422350 4.449023  -0.104
P -0.153532 2.091088 2.760955  1.075
C -1.612824 3.271569 2.716399  -0.559
C -1.482373 4.239861 1.522325  -0.178
C -1.972332 4.098626 3.954586  -0.110
C -0.666195 0.758098 3.947737  -0.538
C 0.438776 -0.298154 3.990970  -0.126
C -1.098963 1.130461 5.362127  -0.089
H 2.560392 4.624709 3.103657  0.084
H 0.949289 4.972082 2.485958  0.065
H 1.909926 3.702014 1.743914  0.047
H 0.501859 3.690193 4.442576  0.084
H 2.729494 1.708987 3.839759  0.045
H 1.798651 1.886817 5.315010  0.061
H 2.899615 3.159993 4.819339  0.088
H -2.452322 2.598511 2.518249  0.054
H -1.156185 5.224340 1.864824  0.072
H -2.445348 4.355779 1.025054  0.060
H -0.766859 3.902435 0.770309  0.002
H -1.160315 4.750598 4.277904  0.069
H -2.292568 3.503372 4.806082  0.049
H -2.805678 4.755364 3.690971  0.083
H -1.529106 0.306187 3.438499  0.083
H 1.348416 0.084583 4.447589  0.060
H 0.712145 -0.645401 2.994071  0.048
H 0.125531 -1.158330 4.581082  0.074
H -0.295821 1.605245 5.927516  0.074
H -1.381585 0.221128 5.900507  0.081
H -1.960512 1.793662 5.378328  0.050
Te -0.284742 2.971992 -2.100035  1.494
C 0.602502 2.674330 -3.988786  -0.495
C 1.443976 3.652741 -4.509349  -0.139
C 2.056054 3.457936 -5.739814  -0.080
C 1.826480 2.291152 -6.454785  -0.083
C 0.982783 1.317285 -5.939934  -0.071
C 0.373242 1.502179 -4.705675  -0.144
C -2.186020 3.550209 -2.797663  -0.493
C -2.812407 2.979767 -3.896677  -0.114
C -4.080844 3.406421 -4.262833  -0.076
C -4.729651 4.392298 -3.533009  -0.088
C -4.099736 4.967625 -2.440062  -0.086
C -2.825022 4.554224 -2.078312  -0.156
H 1.621474 4.565027 -3.955316  0.094
H 2.710537 4.221478 -6.140252  0.104
H 2.303402 2.142494 -7.414936  0.103
H 0.797282 0.407176 -6.496007  0.108
H -0.270610 0.728227 -4.306754  0.077
H -2.332636 2.197060 -4.470152  0.101
H -4.567435 2.952281 -5.116849  0.109
H -5.722885 4.713633 -3.818620  0.104
H -4.593750 5.745459 -1.871451  0.104
H -2.326024 5.025233 -1.240732  0.078

Cartesian forces (eV/Å) of the 6 atoms listed first:
0.18 -0.23 -1.26
0.01 -0.05 -0.06
0.00 0.09 0.07
0.03 -0.04 -0.04
0.03 0.06 -0.03
-0.12 -0.15 0.11

## Properties
Orbital gap (spin up / spin down) = 7.307 / 7.211 eV
Highest occupied orbital energy (spin up / spin down) = -7.3 / -7.4 eV
Spin multiplicity = 3
⟨S²⟩ = 2.012
DFT total energy = -112393.2594 eV



Strongest force on any atom in hartree/bohr, matching the order above: 0.04863, 0.11109, 0.02514